Formula: C16H44FN4O4Pd
Source: OMol25
Level of theory: wB97M-V/def2-TZVPD

The geometry in XYZ format:
```
70
Properties=species:S:1:pos:R:3
Pd 0.181 1.035 0.630
F 0.889 3.915 1.852
C -3.433 -3.066 0.276
C -2.933 -1.634 0.526
C -3.349 -0.972 1.915
O -2.805 0.376 1.911
C -3.263 1.131 3.023
N -1.437 -1.792 0.546
H -4.522 -3.047 0.233
H -3.184 -3.810 1.033
H -3.071 -3.626 -0.586
H -3.401 -1.002 -0.229
H -2.962 -1.587 2.728
H -4.429 -1.101 1.986
H -2.840 0.877 3.995
H -4.350 1.219 3.034
H -3.154 2.190 2.787
H -1.412 -2.456 1.307
H -1.194 -2.348 -0.261
C -3.491 4.207 -1.890
C -3.412 2.787 -2.529
C -4.079 2.688 -3.946
O -3.887 1.334 -4.366
C -5.065 0.595 -4.537
N -2.018 2.320 -2.617
H -4.559 4.424 -1.890
H -3.014 5.007 -2.457
H -3.170 4.193 -0.849
H -3.935 2.026 -1.950
H -3.528 3.425 -4.530
H -5.108 3.035 -3.849
H -4.695 -0.328 -4.983
H -5.845 1.112 -5.095
H -5.337 0.322 -3.517
H -1.434 3.005 -3.076
H -2.140 1.689 -3.396
C 3.466 -1.881 4.612
C 2.256 -2.270 3.828
C 1.521 -3.535 4.387
O 0.270 -3.886 3.771
C -0.237 -5.159 4.280
N 1.382 -1.162 3.907
H 3.999 -1.082 4.096
H 4.116 -2.753 4.676
H 3.328 -1.498 5.623
H 2.599 -2.452 2.810
H 1.363 -3.345 5.449
H 2.171 -4.409 4.353
H -0.342 -5.113 5.364
H 0.382 -6.021 4.034
H -1.240 -5.328 3.888
H 0.646 -1.505 4.508
H 1.784 -0.458 4.510
C 5.553 2.074 -0.515
C 4.651 2.018 -1.730
C 5.523 1.715 -3.014
O 4.713 1.519 -4.114
C 5.387 1.004 -5.272
N 3.676 0.939 -1.681
H 5.961 1.113 -0.201
H 4.945 2.331 0.353
H 6.378 2.786 -0.532
H 4.111 2.964 -1.775
H 6.299 0.966 -2.862
H 6.066 2.618 -3.292
H 4.673 1.036 -6.095
H 5.823 0.025 -5.072
H 6.203 1.669 -5.552
H 4.343 0.272 -1.320
H 3.620 0.668 -2.652
```

Calculated values
2S+1: 3
Electronic energy: -37637.314 eV
Total charge: +1
Molar mass: 481.97 g mol⁻¹
Energy above the lowest of the compared OMol25 structures with the same formula, charge and spin: 886.6 kJ/mol
Kohn-Sham gap (spin up / spin down): 7.1 / 3.9 eV
Largest force on an atom: 2.87 eV/A
Lowest unoccupied orbital energy (spin up / spin down): -4.32 / -7.51 eV

These are the Löwdin partial charges, in e, on atoms 1 to 4: number 1, Pd, carries 0.8253; number 2, F, carries 0.0124; number 3, C, carries -0.0779; number 4, C, carries -0.3731

***

Formula: C6H14O
Source: OMol25
Level of theory: wB97M-V/def2-TZVPD

The geometry in XYZ format:
```
21
Properties=species:S:1:pos:R:3
C -3.442 0.386 0.266
C -2.124 0.695 -0.236
C -0.849 0.459 0.636
C 0.367 0.350 -0.284
C 1.639 -0.119 0.416
C 2.750 -0.389 -0.587
O 3.894 -0.820 0.121
H -2.626 -2.263 0.667
H -4.204 1.149 0.421
H -3.648 -0.670 0.459
H -2.004 -0.108 -0.999
H -2.077 1.699 -0.677
H -0.716 1.268 1.367
H -1.012 -0.483 1.170
H 0.549 1.313 -0.785
H 0.123 -0.369 -1.079
H 1.990 0.624 1.143
H 1.442 -1.045 0.970
H 2.412 -1.156 -1.304
H 2.960 0.527 -1.165
H 4.575 -1.049 -0.522
```

Calculated values
Electronic energy: -8491.478 eV
Total charge: 0
Molar mass: 102.18 g mol⁻¹
Energy above the lowest of the compared OMol25 structures with the same formula, charge and spin: 522.4 kJ/mol
Kohn-Sham gap (spin up / spin down): 7.2 / 10.8 eV
Largest force on an atom: 1.45 eV/A
Lowest unoccupied orbital energy (spin up / spin down): -0.60 / 0.43 eV

These are the Löwdin partial charges, in e, on atoms 1 to 4: number 1, C, carries -0.0172; number 2, C, carries -0.3219; number 3, C, carries -0.2172; number 4, C, carries -0.2381

***

Formula: C2HClF3N
Source: OMol25
Level of theory: wB97M-V/def2-TZVPD

The geometry in XYZ format:
```
8
Properties=species:S:1:pos:R:3
N -4.347 -0.294 -1.129
C -3.587 -0.786 -0.444
C -2.569 -1.335 0.472
F -3.280 -2.024 1.346
F -1.891 -0.403 1.118
F -1.750 -2.087 -0.316
Cl 1.215 -0.355 -0.990
H 1.425 0.944 -0.949
```

Calculated values
Structure (SMILES): N#CC(F)(F)F.Cl
Electronic energy: -24254.456 eV
Total charge: 0
Molar mass: 131.48 g mol⁻¹
Energy above the lowest of the compared OMol25 structures with the same formula, charge and spin: 47.9 kJ/mol
Kohn-Sham gap: 12.6 eV
Largest force on an atom: 1.64 eV/A
Lowest unoccupied orbital energy: 0.62 eV

These are the Löwdin partial charges, in e, on atoms 1 to 4: number 1, N, carries 0.2067; number 2, C, carries -0.0799; number 3, C, carries -0.6348; number 4, F, carries 0.1756

***

Formula: C3H10NO2
Source: OMol25
Level of theory: wB97M-V/def2-TZVPD

The geometry in XYZ format:
```
16
Properties=species:S:1:pos:R:3
N -1.056 -1.069 -0.362
C -1.866 -0.438 0.835
O -2.566 -1.305 1.508
H -1.737 -1.148 -1.109
H -0.973 -2.026 -0.021
H -1.068 0.119 1.391
H -2.434 0.385 0.313
C 1.709 0.730 -1.112
O 1.607 -0.220 -0.089
C 1.953 2.132 -0.557
H 2.525 0.435 -1.779
H 0.794 0.753 -1.713
H 0.649 -0.471 -0.041
H 2.911 2.201 -0.041
H 1.934 2.870 -1.358
H 1.163 2.355 0.158
```

Calculated values
Electronic energy: -8858.039 eV
Total charge: -1
Molar mass: 92.12 g mol⁻¹
Energy above the lowest of the compared OMol25 structures with the same formula, charge and spin: 72.8 kJ/mol
Kohn-Sham gap: 6.7 eV
Largest force on an atom: 0.74 eV/A
Lowest unoccupied orbital energy: 3.89 eV

These are the Löwdin partial charges, in e, on atoms 1 to 4: number 1, N, carries -0.0439; number 2, C, carries -0.6266; number 3, O, carries -0.3233; number 4, H, carries 0.0328

***

Formula: C46H60N5O3SeSiZn
Source: OMol25
Level of theory: wB97M-V/def2-TZVPD

The geometry in XYZ format:
```
117
Properties=species:S:1:pos:R:3
Zn 15.261 13.804 14.004
C 14.458 13.651 18.806
O 14.371 12.234 18.532
C 15.463 11.729 17.836
C 16.160 10.758 18.473
C 17.232 10.034 17.921
C 17.612 10.472 16.663
C 16.928 11.454 15.948
C 17.169 11.582 14.549
N 16.680 12.368 13.693
N 17.005 12.087 12.367
C 16.143 12.589 11.512
O 15.167 13.371 11.780
C 16.327 12.142 10.081
C 15.541 12.765 9.135
C 15.713 12.545 7.784
C 16.650 11.660 7.351
C 17.336 10.902 8.312
C 17.202 11.157 9.638
C 15.838 12.206 16.504
O 15.211 13.200 16.002
H 13.556 14.052 19.245
H 14.634 14.206 17.887
H 15.221 13.861 19.539
H 15.916 10.585 19.487
H 17.892 9.396 18.521
H 18.453 9.913 16.257
H 17.891 10.861 14.174
H 14.731 13.423 9.489
H 15.008 13.018 7.114
H 16.804 11.414 6.328
H 18.050 10.145 8.006
H 17.811 10.639 10.376
C 12.892 16.395 12.626
Si 14.312 16.038 13.920
C 13.528 16.368 15.638
C 12.623 17.603 15.712
C 12.646 15.194 16.068
C 14.645 16.523 16.706
C 15.657 17.282 13.381
C 15.644 17.392 11.860
C 15.385 18.714 13.892
C 17.026 16.849 13.952
H 12.766 17.455 12.510
H 11.856 16.045 12.848
H 13.185 15.974 11.647
H 11.676 17.493 15.138
H 13.181 18.522 15.354
H 12.405 17.767 16.823
H 11.823 15.169 15.344
H 12.233 15.397 17.016
H 13.266 14.296 16.058
H 15.380 17.350 16.612
H 15.200 15.560 16.654
H 14.248 16.689 17.710
H 14.748 17.722 11.445
H 15.825 16.425 11.371
H 16.472 18.067 11.522
H 14.504 19.173 13.452
H 16.183 19.376 13.561
H 15.323 18.811 15.024
H 17.430 15.924 13.547
H 16.915 16.627 14.987
H 17.706 17.699 13.828
N 13.324 12.221 13.821
C 12.232 12.451 13.574
C 10.984 13.025 13.148
C 10.009 13.341 14.108
C 8.823 13.902 13.725
C 8.682 14.356 12.440
C 9.646 14.078 11.462
C 10.786 13.339 11.811
H 10.170 13.170 15.168
H 7.953 14.005 14.389
H 7.725 14.834 12.109
H 9.461 14.252 10.424
H 11.572 13.110 11.100
C 15.369 6.723 16.068
C 13.838 6.774 15.893
C 13.210 8.062 16.337
C 13.550 9.270 15.469
N 13.061 9.144 14.121
C 13.899 9.087 13.047
Se 15.688 8.778 13.043
N 13.124 9.323 11.939
C 13.645 9.508 10.611
C 12.940 8.616 9.572
C 12.482 7.267 10.127
C 13.628 6.340 10.518
C 11.826 9.518 12.323
C 10.719 9.890 11.576
C 9.579 10.231 12.246
C 9.530 10.072 13.645
C 10.623 9.745 14.403
C 11.804 9.516 13.703
H 15.762 5.704 16.104
H 15.662 7.151 17.020
H 15.923 7.261 15.309
H 13.339 5.988 16.423
H 13.595 6.602 14.834
H 13.498 8.253 17.356
H 12.100 7.969 16.401
H 14.666 9.539 15.433
H 13.161 10.210 15.941
H 14.743 9.453 10.677
H 13.472 10.537 10.318
H 13.567 8.506 8.684
H 12.106 9.148 9.206
H 11.820 6.789 9.374
H 11.865 7.396 10.990
H 14.259 6.200 9.632
H 13.235 5.377 10.932
H 14.335 6.799 11.245
H 10.923 10.110 10.533
H 8.716 10.771 11.792
H 8.596 10.328 14.158
H 10.378 9.636 15.432
```

Calculated values
Electronic energy: -183913.015 eV
Total charge: -1
Molar mass: 903.45 g mol⁻¹
Kohn-Sham gap: 6.6 eV
Largest force on an atom: 2.83 eV/A
Lowest unoccupied orbital energy: 2.25 eV

These are the Löwdin partial charges, in e, on atoms 1 to 4: number 1, Zn, carries 0.6086; number 2, C, carries -0.0675; number 3, O, carries -0.1033; number 4, C, carries -0.2240